[1]
C4H9N2O | ωB97M-V with the def2-TZVPD basis set

```
16
Properties=species:S:1:pos:R:3:forces:R:3:lowdin_charge:R:1
C 2.68893 0.24190 -1.18546 -0.103 0.581 -1.476 -0.079
N 0.26007 -0.49491 0.62873 -6.018 1.303 -1.677 0.119
H -4.12501 0.77097 1.28350 0.653 -0.821 -1.634 0.115
C -3.35031 0.72135 0.44172 -1.318 2.638 0.756 -0.039
H 1.87550 0.28626 -1.96448 1.073 -0.657 0.384 0.105
N -2.28257 -0.19670 0.89727 0.601 0.114 1.638 -0.006
O 0.97210 -1.23725 -0.14831 -0.713 0.638 0.542 -0.086
H 2.68571 1.27705 -0.84719 0.174 -0.077 0.479 0.076
H -3.06481 1.89276 0.47585 0.158 -2.918 -0.548 0.150
H 2.47981 -0.27470 0.84098 0.537 -0.302 1.166 0.098
H 3.71017 0.03597 -1.60852 -1.216 0.179 0.081 0.106
C 2.39908 -0.75287 -0.10072 0.664 -2.801 -1.548 -0.159
C -1.16619 -0.23254 0.32034 6.803 -1.181 0.493 0.100
H -3.69434 0.38662 -0.58474 0.118 0.575 1.543 0.117
H 2.94896 -1.79528 -0.30118 -0.990 2.558 0.961 0.180
H -2.33708 -0.62862 1.85221 -0.424 0.170 -1.160 0.203
```
Positions in Å, forces in eV/Å.

Output
LUMO energy (spin up / spin down): -6.014 / -6.011 eV
Highest occupied orbital energy (spin up / spin down): -14.710 / -14.713 eV
Gap between HOMO and LUMO (spin up / spin down): 8.697 / 8.702 eV
SMILES string: CCON=C=[NH+]C
Total charge: +1

=====

[2]
C23H28NO4SYb | ωB97M-V with the def2-TZVPD basis set

```
58
Properties=species:S:1:pos:R:3:forces:R:3:lowdin_charge:R:1
C 0.95890 0.71746 -5.35274 0.172 0.111 0.083 -0.039
C -0.29487 -2.28073 -0.68785 -0.795 0.008 -0.296 -0.140
C 2.22183 0.07719 0.86244 0.535 0.308 -0.502 -0.180
H 0.04328 0.22104 -5.67399 0.217 0.102 0.064 0.112
C 0.88866 1.85872 -4.54844 0.337 -0.356 -0.293 -0.231
H 0.60458 -2.70002 1.31807 -0.271 0.100 -0.175 0.120
Yb -0.06357 0.08033 0.01356 -0.301 0.840 0.699 1.558
H -3.67870 -2.61137 -2.09608 0.038 0.274 -0.028 0.103
H -0.20324 -2.11176 -3.46753 -0.160 -0.010 -0.023 0.082
S -0.80172 1.52621 2.68512 -0.283 -0.666 2.649 0.451
O -1.14076 1.58052 1.21684 -0.530 -0.218 0.689 -0.456
C 1.65523 1.54726 -0.82819 0.472 -0.110 0.319 -0.204
C -3.48898 -1.58909 -2.45371 -0.422 -0.305 -0.342 -0.029
N -1.61644 1.79424 -4.62271 0.176 0.207 0.008 0.064
O -3.12951 0.13959 -4.82200 0.845 0.363 0.704 0.052
C -1.47669 -1.56959 -1.08248 0.233 -0.689 1.498 -0.307
H 4.34040 0.46364 -5.67835 -0.165 0.078 0.058 0.104
H 2.48649 -1.68862 -0.49181 -0.012 0.352 0.029 0.110
H 4.21712 2.49136 -4.23853 -0.152 -0.104 -0.054 0.108
C 1.84658 1.42619 0.58313 0.803 0.071 -0.584 -0.195
C 2.20177 0.21654 -5.75613 -0.147 0.153 0.138 -0.076
C -0.42331 2.43813 -4.08438 -0.510 0.095 0.279 -0.143
C -1.28906 -2.27028 -3.45618 -0.143 -0.140 -0.286 -0.027
H 1.29408 2.43621 -1.34433 0.269 -0.196 0.132 0.094
H 2.40710 -0.33779 1.85215 -0.101 0.171 -0.361 0.115
H 1.66847 2.21155 1.31171 0.123 -0.200 -0.121 0.107
O 0.17108 0.46708 2.98664 -0.840 -0.292 -1.152 -0.375
H -1.94274 2.10442 -5.52892 -0.012 -0.070 0.135 0.153
H -3.90373 -1.47854 -3.45978 0.014 -0.021 0.285 0.079
H -3.08162 0.49499 3.20805 0.107 0.049 -0.075 0.035
C 2.25922 -0.63177 -0.37340 0.484 0.462 0.046 -0.194
C 1.89811 0.26513 -1.41778 0.395 0.272 0.083 -0.205
O -0.34776 2.78736 3.17317 -0.347 1.084 -0.041 -0.319
C -2.35856 1.06351 3.79357 0.914 0.459 -1.137 -0.083
H -2.04902 0.81472 -2.05465 -0.093 -0.124 -0.185 0.140
C 2.07155 2.48412 -4.15128 0.078 -0.079 -0.074 -0.066
H -1.67926 -2.10048 -4.46833 0.116 -0.055 0.205 0.092
C -1.31397 -1.54590 1.24113 -0.534 -0.870 -0.445 -0.188
H -1.48768 -3.31606 -3.18216 0.095 0.258 -0.080 0.101
H -2.97661 -0.46757 0.19396 0.113 -0.273 0.046 0.117
H -0.45890 2.40790 -2.97998 -0.059 0.118 -0.433 0.111
H 0.42470 -2.71810 -1.37669 -0.239 0.047 0.268 0.113
C -1.98635 -1.33397 -2.47295 -0.024 0.384 -0.197 -0.507
H -1.51062 -1.32468 2.28628 0.124 -0.127 -0.311 0.099
C -2.10069 -1.10878 0.13494 -0.188 -0.957 -0.273 -0.162
H 2.23968 -0.67162 -6.38191 0.024 0.144 0.096 0.105
H -0.57664 0.27342 -2.86556 -0.107 -0.151 -0.053 0.092
H -2.81666 1.99170 4.15956 0.301 -0.188 -0.341 0.050
C 3.37568 0.85306 -5.36249 -0.151 -0.009 0.031 -0.087
C 3.30627 1.98986 -4.55702 -0.077 -0.008 0.026 -0.075
C -1.66960 0.13788 -2.84532 -0.133 -0.108 0.170 -0.061
H -0.47077 3.50036 -4.35970 0.002 -0.232 0.087 0.137
C -0.20313 -2.27359 0.72635 -0.442 0.027 0.278 -0.164
H 2.01943 3.36188 -3.50679 0.061 -0.119 -0.166 0.117
H 1.80543 0.03038 -2.47766 0.143 0.025 0.251 0.098
H -2.02822 0.45991 4.65388 0.297 0.309 -0.581 0.058
C -2.22245 0.65636 -4.17281 -0.286 -0.099 -0.625 -0.455
H -4.00152 -0.89182 -1.78291 0.040 -0.097 -0.121 0.087
```
Positions in Å, forces in eV/Å.

Output
LUMO energy (spin up / spin down): 0.328 / 0.319 eV
Multiplicity: 2
Highest occupied orbital energy (spin up / spin down): -8.843 / -8.843 eV
Gap between HOMO and LUMO (spin up / spin down): 9.171 / 9.163 eV
Total charge: 0

=====

[3]
C3H4N2O3 | ωB97M-V with the def2-TZVPD basis set

```
12
Properties=species:S:1:pos:R:3:forces:R:3:lowdin_charge:R:1
H -1.13943 -0.87295 -2.42167 -1.820 1.203 3.579 0.366
C 1.18370 0.74359 0.63153 0.858 1.062 -1.412 -0.080
C -0.17419 1.10979 0.18995 3.166 5.330 3.673 -0.281
H 2.15610 1.30061 0.93767 -2.371 -0.566 -0.318 0.148
O -0.04154 -2.13616 -0.83628 1.994 -2.084 4.580 -0.109
C -0.63338 -0.00709 -0.27517 -8.009 -1.381 -2.726 -0.477
H 0.18382 -3.31615 0.34726 -0.719 3.027 -3.400 0.358
N 1.40496 -0.47283 0.23858 0.408 -2.773 1.042 0.079
O -1.82269 -0.31600 -0.89614 2.856 -0.193 -2.803 -0.010
H -0.53212 2.59732 1.70155 -1.062 -1.107 -5.930 0.296
N 0.16146 -1.00349 -0.05471 3.559 -2.269 -1.258 -0.214
O -0.74669 2.37335 0.43744 1.140 -0.250 4.973 -0.075
```
Positions in Å, forces in eV/Å.

Output
LUMO energy: -2.483 eV
Highest occupied orbital energy: -8.617 eV
Gap between HOMO and LUMO: 6.134 eV
Total charge: 0

=====

[4]
C34H27ClCsN2O7PS2 | ωB97M-V with the def2-TZVPD basis set

```
75
Properties=species:S:1:pos:R:3:forces:R:3:lowdin_charge:R:1
H -0.07513 1.02106 5.03011 -0.007 -0.005 0.013 0.104
O 1.31091 1.55705 -3.55069 0.031 0.026 0.093 -0.064
O -2.41733 3.37078 -5.50054 -0.038 0.072 -0.074 -0.326
C 1.65101 -1.85873 -1.68251 0.025 0.020 -0.025 -0.082
C 2.31990 1.14497 2.62628 0.073 0.059 -0.024 -0.380
Cl -0.34763 0.78137 2.28099 -0.157 0.115 -0.107 0.798
H 2.27249 0.18399 -1.82021 0.016 -0.039 0.034 0.078
H -1.82238 -0.94698 -0.67541 -0.156 -0.349 0.203 -0.018
Cs -0.81441 1.26952 -1.25188 1.170 0.453 -0.195 1.321
C -6.76258 -0.86630 5.27079 -0.008 -0.022 -0.019 -0.077
C 0.26502 0.97929 -8.49386 0.035 -0.010 -0.012 -0.095
H -7.50099 -0.24813 4.75287 0.003 -0.005 0.001 0.073
P 2.42699 1.22737 0.79481 0.079 0.183 0.038 1.072
C 1.59918 0.99941 -6.47500 0.024 -0.011 -0.078 -0.014
O -2.90646 1.00401 -5.06051 -0.024 0.011 -0.049 -0.309
N -0.90069 2.07398 -3.94970 0.132 0.051 -0.765 -0.237
C 6.99388 1.73614 0.21467 0.018 -0.034 0.000 -0.108
C 0.91585 1.11970 4.60865 0.079 -0.022 0.038 -0.104
C 1.26234 -2.89376 -0.84134 -0.028 -0.013 -0.007 -0.068
C 0.34040 1.67937 -4.29838 -0.031 0.146 -0.255 -0.600
H 7.12845 -0.40381 0.34059 0.000 -0.006 0.001 0.097
C -3.89948 -2.37189 2.42484 -0.145 0.004 0.028 -0.257
C 4.24589 1.37587 0.56646 -0.038 -0.067 -0.026 -0.387
H 1.58505 -1.97254 -2.75766 0.003 -0.001 -0.008 0.105
H -4.15221 -0.17302 4.98455 0.013 -0.017 0.000 0.099
C 3.41876 1.35150 3.45874 0.084 -0.027 0.115 -0.087
H 2.35199 0.48806 -8.42002 0.008 -0.006 -0.005 0.092
C -6.11089 -2.39487 3.37319 -0.029 -0.063 -0.059 -0.061
H 4.69574 -0.71623 0.65070 0.012 0.001 0.002 0.108
H 4.15634 1.59871 5.45586 0.005 0.005 0.002 0.093
C 1.48652 0.79521 -7.84589 -0.060 0.022 0.045 -0.089
C -5.74803 -1.41997 4.30284 -0.034 0.029 0.058 -0.301
O -2.95490 -4.36653 1.15160 0.079 -0.039 0.099 -0.386
H 0.86885 -3.81277 -1.25628 0.000 -0.001 0.005 0.107
C 2.05717 -0.64502 -1.15057 0.033 -0.026 -0.039 -0.172
C 5.10674 0.28046 0.54010 0.008 -0.039 0.005 -0.082
O -1.47150 -2.43506 1.56475 0.062 0.088 0.031 -0.379
S -2.78571 -2.91781 1.12696 0.073 -0.373 0.115 0.486
H -6.28262 -0.24282 6.02668 0.005 -0.002 0.007 0.061
H 6.54507 3.83101 0.09656 0.000 0.003 0.001 0.095
S -1.92652 2.05032 -5.19391 0.198 0.024 0.065 0.598
H 4.40529 1.44359 3.02275 -0.009 0.003 0.002 0.093
C -0.86717 1.36960 -7.78783 0.001 -0.005 0.056 -0.044
H -7.30592 -1.66414 5.78440 0.004 0.005 -0.004 0.065
O -4.70628 0.22004 0.35545 -0.172 0.058 0.072 -0.015
C 1.75117 -1.52391 1.07050 -0.049 -0.022 -0.030 -0.095
H 1.90358 1.39565 6.48741 -0.002 -0.004 0.010 0.096
H -1.82070 1.50891 -8.28001 -0.001 -0.001 -0.013 0.115
C 2.11319 -0.47284 0.23565 -0.112 -0.041 -0.049 -0.440
H -7.13085 -2.77021 3.36621 0.012 -0.002 0.010 0.100
H -2.51739 -1.03834 3.32563 0.179 0.069 -0.022 0.077
C 4.77804 2.65021 0.39326 0.056 0.018 0.010 -0.107
C 1.30603 -2.72431 0.53270 0.009 0.001 0.035 -0.076
C 0.47056 1.39200 -5.78119 -0.130 -0.005 0.112 -0.135
C 6.47155 0.45700 0.36381 -0.027 0.047 0.009 -0.090
H 0.91808 -3.49123 1.18750 0.019 -0.007 0.000 0.104
C -3.52360 -1.42063 3.35201 -0.191 0.031 0.052 -0.055
C -2.91651 -1.03041 -0.62849 -0.147 -0.252 0.227 -0.302
H 8.05910 1.87542 0.07486 0.001 -0.002 0.000 0.092
C -3.49512 0.19624 0.15211 0.206 0.062 0.304 -0.745
C 3.28129 1.44210 4.83762 -0.012 -0.023 -0.076 -0.102
C -4.44755 -0.94658 4.28147 0.090 0.022 -0.012 -0.052
H 1.74257 -1.38972 2.14458 -0.004 -0.008 0.008 0.101
H -5.49508 -3.59632 1.70001 0.016 -0.026 -0.009 0.109
H 2.53287 0.86114 -5.94516 0.005 -0.002 -0.001 0.115
C 2.02488 1.32649 5.41372 -0.034 -0.006 -0.043 -0.099
C 6.14558 2.83300 0.22915 -0.051 0.022 -0.004 -0.098
O -2.64141 1.10723 0.47721 -1.106 -0.533 0.592 -0.472
H 0.19866 0.81142 -9.56235 0.000 0.003 0.003 0.093
C 1.06418 1.03476 3.23044 -0.036 -0.052 0.090 -0.654
H 4.10887 3.50305 0.38066 0.010 0.009 0.004 0.100
N -3.30178 -2.36459 -0.19625 -0.150 0.315 -0.417 -0.213
C -0.73130 1.56955 -6.42735 -0.026 -0.021 -0.119 -0.210
C -5.20425 -2.86537 2.44236 0.077 0.144 0.010 -0.056
H -3.29562 -0.93174 -1.65214 0.060 0.066 -0.057 0.102
```
Positions in Å, forces in eV/Å.

Output
LUMO energy: 3.533 eV
Highest occupied orbital energy: -1.780 eV
Gap between HOMO and LUMO: 5.313 eV
Total charge: -2

=====

The calculation returns the following relative energy (zero: lowest compared OMol25 entry of this formula, charge and spin) values, one per record and in order: 7.1200; 0.7473; 13.5202; 1.2798 eV.
The calculation returns the following DFT total energy values, one per record and in order: -9308.8957; -76351.8487; -12285.4751; -97040.9737 eV.